[1]
86
Properties=species:S:1:pos:R:3:forces:R:3 method="wB97M-V/def2-TZVPD" smiles="N#CO[C@]1(N)C(=O)N[C@@H](P(=O)(O)O)[C@@H]1C(F)(F)c1cccc(C(F)(F)F)c1.O=C1c2ccccc2C(=O)c2ccccc21.O=C1c2ccccc2C(=O)c2ccccc21" orbital_gap_ev=8.579 fmax_ev_per_a=1.48
N 0.050620 -4.584472 -4.003071 -0.305 -1.383 -0.365
C 0.237874 -3.486769 -3.760799 0.406 1.219 0.314
O 0.471545 -2.278728 -3.373775 0.287 0.341 0.015
C 0.761201 -1.276752 -4.396764 0.472 -0.641 0.038
N 1.560397 -1.870924 -5.425238 -0.067 0.481 0.178
C 1.532022 -0.179782 -3.638932 -0.559 0.243 -0.351
O 2.383420 -0.385272 -2.855960 1.229 -0.237 0.789
N 1.037397 1.116711 -4.011131 -0.123 -0.900 0.179
C -0.401883 0.828995 -4.183564 -0.098 0.522 -0.918
P -1.079676 2.291929 -5.062050 1.039 0.359 0.371
O -0.233873 3.490631 -4.952497 -0.189 -0.216 -0.028
O -2.531659 2.563922 -4.483027 -0.004 -0.084 -0.260
O -1.236633 1.773045 -6.563934 -0.181 -0.084 0.290
C -0.455148 -0.534088 -4.912584 -0.543 0.571 -0.186
C -1.766360 -1.286187 -4.889730 -0.145 0.699 0.165
F -1.924433 -1.864198 -3.690904 -0.668 -0.220 0.881
F -1.658918 -2.279066 -5.786961 0.072 -0.852 -0.827
C -2.980827 -0.453567 -5.204175 0.201 -0.188 0.569
C -3.331738 -0.194249 -6.506545 0.134 -0.291 -0.332
C -4.448942 0.541797 -6.793914 -0.010 0.004 -0.273
C -5.223179 1.043252 -5.775111 -0.220 0.224 -0.187
C -4.862163 0.799963 -4.479960 -0.281 -0.084 0.622
C -5.659421 1.352583 -3.338974 0.695 -0.266 -0.070
F -6.866105 1.743629 -3.673364 -1.266 0.269 -0.590
F -5.063070 2.402689 -2.782201 0.642 0.917 0.298
F -5.785566 0.458114 -2.358891 -0.251 -0.782 0.469
C -3.744708 0.051422 -4.176020 -0.108 -0.113 -0.254
H 2.549695 -1.764224 -5.253136 0.141 -0.231 0.106
H 1.342196 -1.522678 -6.343092 -0.106 -0.108 -0.170
H 1.435966 1.293408 -4.931465 0.188 0.603 0.020
H -0.864202 0.798346 -3.209837 -0.223 -0.077 0.518
H -2.505059 3.487558 -4.210533 -0.292 0.323 0.280
H -1.650165 2.484932 -7.063501 -0.022 0.063 -0.492
H -0.305971 -0.293475 -5.956194 0.168 -0.079 -0.404
H -2.735634 -0.587121 -7.302355 0.266 -0.206 -0.359
H -4.715889 0.705415 -7.815421 -0.187 0.138 -0.457
H -6.093592 1.622220 -5.997842 -0.422 0.234 -0.048
H -3.486869 -0.127951 -3.157246 0.223 -0.147 0.567
O -2.359559 2.254969 4.183618 0.009 -0.018 -0.025
C -2.222024 1.842152 3.052377 -0.027 0.032 0.062
C -0.888637 1.856087 2.382054 -0.062 -0.050 -0.059
C 0.211925 2.328050 3.084084 0.099 -0.001 0.002
C 1.461893 2.325421 2.489800 0.040 0.017 -0.038
C 1.619780 1.854157 1.191175 0.043 0.051 0.037
C 0.524556 1.395135 0.482159 0.099 0.017 0.062
C -0.732028 1.395915 1.071281 -0.089 -0.038 0.058
C -1.897954 0.911826 0.283304 -0.032 0.072 -0.117
O -1.778727 0.584217 -0.883735 0.007 0.007 0.024
C -3.221947 0.864855 0.963965 0.150 -0.026 -0.012
C -4.310867 0.377505 0.257785 -0.124 -0.005 0.163
C -5.556963 0.326591 0.857148 0.027 -0.006 0.092
C -5.710412 0.746613 2.173879 0.001 -0.003 -0.046
C -4.625442 1.231542 2.885159 -0.102 -0.006 -0.014
C -3.377428 1.299343 2.282161 0.090 0.001 -0.058
H 0.080130 2.688606 4.093831 -0.070 -0.011 0.036
H 2.319726 2.686168 3.041022 0.023 0.012 0.017
H 2.599233 1.841825 0.732018 0.022 0.018 -0.015
H 0.637852 1.027060 -0.523723 -0.018 -0.042 -0.166
H -4.170316 0.039953 -0.752489 0.068 -0.038 -0.120
H -6.406932 -0.045662 0.303194 -0.030 -0.017 -0.024
H -6.681560 0.695886 2.646483 -0.033 0.003 0.010
H -4.737808 1.563051 3.907092 0.063 0.035 0.039
O 3.789394 -3.644461 7.234057 0.018 0.028 -0.024
C 4.285910 -2.709475 6.642524 -0.034 -0.053 0.045
C 5.567736 -2.100198 7.103804 -0.040 0.044 -0.096
C 6.205425 -2.635739 8.214824 0.088 -0.002 0.067
C 7.409729 -2.104699 8.641781 0.015 0.031 -0.022
C 7.983666 -1.036674 7.960593 -0.022 -0.029 0.018
C 7.346756 -0.490995 6.860111 0.078 0.001 0.074
C 6.135751 -1.016881 6.429782 -0.089 -0.051 -0.029
C 5.458357 -0.402708 5.251288 0.028 0.065 -0.024
O 5.925146 0.570786 4.697607 -0.018 -0.033 0.013
C 4.189970 -1.026169 4.776637 0.051 -0.056 0.092
C 3.557363 -0.496779 3.660345 -0.085 0.008 -0.076
C 2.391663 -1.072479 3.188663 -0.059 -0.069 -0.002
C 1.851413 -2.182650 3.828668 0.036 0.040 0.005
C 2.472316 -2.710294 4.947378 -0.083 0.011 -0.067
C 3.640693 -2.133369 5.428061 0.084 0.047 0.020
H 5.752281 -3.467678 8.733827 -0.066 -0.037 -0.033
H 7.906222 -2.524592 9.505719 0.019 -0.010 0.022
H 8.929320 -0.629643 8.291124 0.023 0.012 0.018
H 7.780464 0.342038 6.326476 -0.044 0.038 -0.059
H 3.987789 0.363220 3.167522 0.075 0.023 0.020
H 1.902111 -0.658538 2.318230 -0.029 0.001 -0.028
H 0.943602 -2.634365 3.453153 -0.026 -0.010 -0.016
H 2.059790 -3.569989 5.454862 0.034 -0.025 0.074

[2]
79
Properties=species:S:1:pos:R:3:forces:R:3 method="wB97M-V/def2-TZVPD" smiles="Cc1cc(CCSc2nnco2)c2c(c1)C(=O)NC2=O.O=C1c2ccccc2C(=O)c2ccccc21.O=C1c2ccccc2C(=O)c2ccccc21" orbital_gap_ev=7.977 fmax_ev_per_a=1.95
C 3.568674 -0.046112 -0.546717 -0.027 -0.026 -0.304
C 2.315310 -0.869186 -0.509714 -0.141 -0.003 0.058
C 1.078614 -0.224048 -0.389548 -0.077 -0.543 -0.031
C -0.132687 -0.922441 -0.382821 0.041 -0.117 0.198
C -1.466358 -0.224518 -0.288748 0.354 -0.144 0.068
C -1.488099 0.833971 0.811062 -0.778 -0.720 -0.589
S -3.115287 1.698296 0.886148 0.252 0.620 0.409
C -4.072752 0.940885 -0.331482 -0.437 -0.821 0.142
N -5.138758 0.211814 -0.172514 0.565 0.419 0.745
N -5.526075 -0.175630 -1.406304 -0.623 -0.394 -1.503
C -4.693134 0.318693 -2.270589 -0.578 -0.327 1.830
O -3.756697 1.037798 -1.629439 0.777 0.757 -1.239
C -0.050309 -2.309588 -0.505002 0.033 0.309 0.099
C 1.169950 -2.953653 -0.628527 0.252 0.255 0.170
C 2.365711 -2.260719 -0.624277 -0.225 0.039 0.052
C 0.917973 -4.414458 -0.781637 -0.587 0.540 -0.530
O 1.675246 -5.320322 -0.682918 0.844 -0.647 -0.179
N -0.485500 -4.567660 -1.024657 -0.258 0.545 0.465
C -1.115338 -3.354907 -0.561576 0.914 -0.066 -0.261
O -2.255755 -3.296340 -0.236261 -0.987 0.221 -0.033
H 3.849509 0.161104 -1.579590 0.027 -0.005 -0.139
H 3.412974 0.918072 -0.077057 0.062 0.094 0.219
H 4.408587 -0.560124 -0.091106 0.059 -0.020 0.173
H 1.070614 0.852499 -0.302887 0.002 0.116 -0.036
H -2.223808 -0.966317 -0.061805 -0.163 -0.120 -0.029
H -1.695077 0.189293 -1.265536 0.119 0.195 -0.046
H -0.697804 1.560503 0.685375 -0.029 0.261 0.158
H -1.416018 0.293688 1.747552 0.292 0.259 0.338
H -4.683107 0.181836 -3.330386 0.162 0.107 -0.248
H 3.303409 -2.784901 -0.733638 0.116 -0.034 0.060
H -0.748965 -4.715195 -1.991828 0.018 -0.723 0.070
O 0.760731 3.378606 -7.832548 -0.007 -0.018 0.023
C 0.389339 2.879669 -6.792058 0.048 0.086 -0.148
C -0.958925 3.184109 -6.232442 0.030 -0.066 0.073
C -1.806658 4.036273 -6.927385 -0.108 0.072 -0.041
C -3.072209 4.302442 -6.433250 -0.009 -0.029 0.044
C -3.496656 3.718171 -5.244183 0.016 0.006 -0.031
C -2.651563 2.877501 -4.538395 -0.248 0.168 -0.082
C -1.380191 2.613586 -5.029818 0.067 0.021 -0.111
C -0.482323 1.725545 -4.251869 0.012 -0.070 0.078
O -0.841630 1.271744 -3.185791 0.055 -0.140 0.180
C 0.856994 1.401511 -4.815008 -0.031 0.057 -0.060
C 1.697023 0.542641 -4.116682 0.093 -0.084 0.039
C 2.933141 0.209027 -4.642810 -0.001 0.035 -0.041
C 3.335049 0.731384 -5.868175 -0.023 -0.008 0.049
C 2.505801 1.596125 -6.562008 0.127 -0.054 -0.016
C 1.266063 1.937798 -6.037347 -0.077 -0.011 0.066
H -1.472037 4.484370 -7.852561 0.081 -0.051 -0.005
H -3.733464 4.964530 -6.976164 -0.006 0.003 -0.002
H -4.490083 3.922226 -4.866600 0.000 0.015 0.006
H -2.981380 2.433799 -3.609252 0.166 -0.033 0.043
H 1.376076 0.136147 -3.166280 -0.084 0.027 -0.006
H 3.585986 -0.462884 -4.100918 0.004 -0.022 -0.003
H 4.298279 0.462561 -6.280877 0.008 0.001 0.000
H 2.814066 2.007069 -7.513212 -0.077 0.063 -0.007
O 1.393769 0.413756 4.115158 -0.017 -0.004 0.020
C 1.092998 -0.222552 5.105155 0.044 0.092 -0.154
C 1.460077 0.257986 6.466707 -0.043 -0.081 0.042
C 2.138348 1.462894 6.599958 0.055 0.106 0.062
C 2.457241 1.940388 7.859407 -0.015 -0.028 0.030
C 2.099011 1.217060 8.992184 0.009 0.008 -0.048
C 1.435456 0.008817 8.864716 0.054 0.081 0.100
C 1.117751 -0.477931 7.603432 -0.013 0.018 -0.118
C 0.417478 -1.789365 7.486537 -0.039 -0.107 0.143
O 0.166769 -2.451417 8.471141 0.002 0.020 -0.017
C 0.031633 -2.258512 6.126167 0.038 0.077 -0.026
C -0.653365 -3.459556 5.990727 -0.072 -0.094 -0.071
C -1.044591 -3.895412 4.735785 0.020 0.037 -0.015
C -0.752757 -3.133341 3.609361 0.009 -0.024 0.033
C -0.058678 -1.942683 3.739810 -0.091 -0.104 -0.218
C 0.338659 -1.501544 4.993963 0.018 0.025 0.106
H 2.409782 2.022355 5.715652 -0.050 -0.057 -0.061
H 2.982639 2.880670 7.961626 0.001 0.006 0.003
H 2.340089 1.597525 9.975877 0.009 0.000 0.005
H 1.158663 -0.560830 9.740823 -0.030 -0.081 -0.051
H -0.880905 -4.045152 6.870443 0.033 0.066 0.064
H -1.582001 -4.828535 4.632697 -0.005 -0.004 -0.006
H -1.068711 -3.470607 2.630311 -0.023 -0.003 -0.003
H 0.174175 -1.350295 2.864415 0.089 0.060 0.046

no.,LUMO energy (eV),calculated total energy (a.u.)
1,-1.14,-3260.8646
2,-1.33,-2667.7755